16
Properties=species:S:1:pos:R:3:lowdin_charge:R:1 method="wB97M-V/def2-TZVPD" e_lumo_ev="0.34 / 0.34" e_tot_ev=-9663.45627 orbital_gap_ev="7.34 / 7.33" e_above_lowest_kj_mol=717.8 homo_ha="-0.2571 / -0.2566"
C 1.069 -0.555 1.274 -0.16
C 1.031 -0.598 -1.136 -0.16
N 0.281 -0.772 0.084 -0.13
N -2.162 -0.851 -0.709 -0.04
N -0.608 1.985 -0.017 0.07
N -2.070 0.230 -0.090 -0.13
N -0.879 0.649 0.183 -0.15
H -2.332 -1.692 -0.139 0.07
H -0.615 2.501 0.856 0.08
H -1.212 2.427 -0.705 0.09
H 1.605 0.404 1.270 0.07
H 1.783 -1.395 -1.192 0.09
H 0.424 -0.594 2.152 0.07
H 1.779 -1.386 1.362 0.09
H 0.370 -0.728 -1.992 0.07
H 1.536 0.376 -1.200 0.07